This record from the Open Molecules 2025 dataset describes an isolated molecule of C5H8O. The level of theory is ωB97M-V/def2-TZVPD.

Structure (ORCA input):
```
! RIJCOSX wB97M-V def2-TZVPD def2/J DEFGRID3
* xyz 0 1
C -1.99 0.47 0.15
C -0.71 -0.32 0.14
C -0.24 -0.99 1.31
C 1.98 -0.02 -0.21
C 0.52 0.28 -0.53
O -0.23 -0.67 -1.19
H -2.13 0.95 1.12
H -2.84 -0.20 -0.02
H -2.01 1.24 -0.64
H 2.21 0.22 0.83
H 0.45 -1.78 0.97
H 2.63 0.58 -0.84
H 2.19 -1.07 -0.39
H 0.33 1.32 -0.84
*
```

LUMO level in eV: -0.23
Gap between HOMO and LUMO in eV: 8.662
Relative energy (zero: lowest compared OMol25 entry of this formula, charge and spin) in kcal/mol: 111.4

***

This record from the Open Molecules 2025 dataset describes a structure of composition C26H52O26Rb in a non-equilibrium geometry. The level of theory is ωB97M-V/def2-TZVPD.

Structure (ORCA input):
```
! RIJCOSX wB97M-V def2-TZVPD def2/J DEFGRID3
* xyz -1 1
Rb -4.39 4.69 -2.22
O -1.94 0.56 -1.33
C -0.63 0.81 -0.86
C -0.19 1.91 0.19
O -0.28 3.29 -0.21
H -0.02 0.90 -1.75
H -0.31 -0.08 -0.33
H 0.81 1.76 0.60
H -0.73 1.82 1.12
C 4.24 10.03 7.66
O 3.94 8.61 7.66
C 3.70 7.96 6.55
O 3.80 8.48 5.40
O 3.31 6.73 6.74
C 2.99 5.84 5.63
H 5.32 10.20 7.63
H 3.95 10.65 8.51
H 3.71 10.49 6.82
H 2.58 4.95 6.09
H 3.94 5.64 5.14
H 2.41 6.30 4.83
C -6.59 2.20 4.83
O -7.29 1.10 5.37
C -8.59 1.00 5.17
O -9.26 1.59 4.31
O -9.01 0.12 6.13
C -10.31 -0.40 6.16
H -6.45 2.04 3.76
H -5.58 2.23 5.26
H -7.08 3.17 4.86
H -10.72 -0.53 5.16
H -11.03 0.29 6.59
H -10.40 -1.29 6.78
C -5.89 -3.18 2.30
O -6.71 -4.07 3.09
C -7.87 -4.49 2.59
O -8.21 -4.36 1.43
O -8.63 -5.05 3.54
C -9.84 -5.70 3.22
H -5.22 -2.76 3.06
H -6.40 -2.35 1.82
H -5.25 -3.74 1.62
H -10.31 -5.26 2.34
H -10.50 -5.69 4.09
H -9.65 -6.75 3.00
C -2.34 -2.53 -11.75
O -1.56 -1.55 -11.02
C -2.02 -0.98 -9.94
O -3.06 -1.31 -9.34
O -1.21 0.04 -9.67
C -1.60 0.93 -8.61
H -2.44 -3.45 -11.17
H -1.90 -2.81 -12.71
H -3.37 -2.20 -11.92
H -0.88 1.74 -8.59
H -1.60 0.41 -7.65
H -2.60 1.30 -8.83
C 3.77 5.42 -9.88
O 3.81 4.21 -9.13
C 4.33 4.18 -7.95
O 4.82 5.16 -7.40
O 4.04 2.95 -7.43
C 4.05 2.79 -6.05
H 2.94 6.07 -9.61
H 3.52 5.24 -10.93
H 4.73 5.95 -9.90
H 5.01 3.06 -5.61
H 3.89 1.72 -5.95
H 3.22 3.31 -5.57
C 5.57 6.05 -1.04
O 6.60 7.08 -1.26
C 7.80 6.80 -1.78
O 8.73 7.60 -1.93
O 7.91 5.47 -2.13
C 9.09 4.91 -2.64
H 4.63 6.59 -1.17
H 5.57 5.65 -0.02
H 5.63 5.26 -1.79
H 9.13 5.11 -3.71
H 9.13 3.84 -2.45
H 10.00 5.40 -2.33
C 1.86 -11.30 -2.50
O 1.00 -10.28 -1.91
C 1.58 -9.15 -1.38
O 2.78 -8.98 -1.37
O 0.61 -8.50 -0.66
C 0.78 -7.34 0.13
H 1.11 -12.04 -2.78
H 2.59 -11.74 -1.82
H 2.37 -10.92 -3.38
H 1.69 -7.40 0.73
H -0.02 -7.05 0.82
H 1.00 -6.50 -0.53
C 2.47 -7.80 7.90
O 1.98 -6.85 6.94
C 2.57 -5.72 6.86
O 3.56 -5.38 7.53
O 1.99 -4.90 6.01
C 2.32 -3.54 5.88
H 2.54 -7.38 8.90
H 3.45 -8.15 7.56
H 1.80 -8.66 7.91
H 3.32 -3.46 5.46
H 2.34 -3.08 6.87
H 1.59 -2.94 5.35
*
```

LUMO level in eV: 0.92
Gap between HOMO and LUMO in eV: 2.384

***

This record from the Open Molecules 2025 dataset describes a cluster of 2 separate species, C5H9Cl in total in a non-equilibrium geometry. The level of theory is ωB97M-V/def2-TZVPD.

Structure (ORCA input):
```
! RIJCOSX wB97M-V def2-TZVPD def2/J DEFGRID3
* xyz 0 1
C -1.65 1.99 1.57
C -0.98 1.08 1.87
C -0.39 -0.16 2.36
H -2.40 2.69 1.12
H -0.14 0.06 3.43
H -1.14 -0.95 2.30
H 0.58 -0.28 1.81
C 1.37 -0.18 -2.23
C 0.38 -0.84 -1.30
Cl -0.97 -1.59 -2.26
H 0.88 0.65 -2.81
H 2.09 0.20 -1.50
H 1.69 -0.85 -2.95
H 0.77 -1.79 -0.78
H -0.08 -0.03 -0.62
*
```

LUMO level in eV: 0.86
Gap between HOMO and LUMO in eV: 11.049
Relative energy (zero: lowest compared OMol25 entry of this formula, charge and spin) in kcal/mol: 57.9

***

This record from the Open Molecules 2025 dataset describes a cluster of 2 separate species, C6H12N2O2 in total in a non-equilibrium geometry. The level of theory is ωB97M-V/def2-TZVPD.

Structure (ORCA input):
```
! RIJCOSX wB97M-V def2-TZVPD def2/J DEFGRID3
* xyz 0 1
N 0.71 0.57 -1.57
C 0.11 0.69 -0.56
C -1.00 0.91 0.38
C -2.39 0.73 -0.24
C -3.44 1.39 0.65
O -4.71 1.26 0.03
C -2.78 -0.70 -0.57
C -1.91 -1.88 -0.35
N -3.08 -1.67 0.49
H -0.89 1.94 0.76
H -0.85 0.25 1.25
H -2.39 1.28 -1.20
H -3.19 2.45 0.80
H -3.45 0.90 1.64
H -5.38 1.64 0.59
H -3.49 -0.77 -1.39
H -1.97 -2.73 -1.04
H -0.92 -1.74 0.10
H -2.82 -1.33 1.42
O 2.41 -0.25 0.18
H 1.84 -1.01 0.41
H 2.33 -0.03 -0.91
*
```

LUMO level in eV: 0.53
Gap between HOMO and LUMO in eV: 10.262
Relative energy (zero: lowest compared OMol25 entry of this formula, charge and spin) in kcal/mol: 74.3

***

This record from the Open Molecules 2025 dataset describes an isolated molecule of C3H10N2S2 in a non-equilibrium geometry. The level of theory is ωB97M-V/def2-TZVPD.

Structure (ORCA input):
```
! RIJCOSX wB97M-V def2-TZVPD def2/J DEFGRID3
* xyz 0 1
N 1.94 -0.72 -1.12
C 1.46 0.10 -0.04
C -0.08 -0.04 0.10
N -0.69 0.55 -1.11
C -0.61 0.67 1.36
S -2.45 0.85 1.24
S -3.18 -1.06 1.16
H 2.89 -0.71 -1.45
H 1.38 -1.43 -1.55
H 1.92 -0.06 0.94
H 1.65 1.20 -0.13
H -0.37 -1.07 0.11
H -0.62 -0.03 -1.94
H -0.29 1.44 -1.36
H -0.28 0.14 2.27
H -0.13 1.66 1.46
H -2.56 -1.50 0.05
*
```

LUMO level in eV: 0.62
Gap between HOMO and LUMO in eV: 8.945
Relative energy (zero: lowest compared OMol25 entry of this formula, charge and spin) in kcal/mol: 14.6

***

This record from the Open Molecules 2025 dataset describes a structure of composition C5H6O. The level of theory is ωB97M-V/def2-TZVPD.

Structure (ORCA input):
```
! RIJCOSX wB97M-V def2-TZVPD def2/J DEFGRID3
* xyz 0 1
C 1.15 0.24 0.16
C -0.16 0.76 -0.46
O -0.12 -0.34 -1.40
C 0.43 -1.09 -0.27
C -0.53 -1.09 0.87
C -1.21 0.21 0.53
H 2.03 0.40 -0.48
H 1.38 0.44 1.21
H -0.28 1.74 -0.93
H 0.96 -1.99 -0.56
H -2.10 -0.12 -0.04
H -1.54 0.83 1.37
*
```

LUMO level in eV: 0.02
Gap between HOMO and LUMO in eV: 8.944
Relative energy (zero: lowest compared OMol25 entry of this formula, charge and spin) in kcal/mol: 108.4

***

This record from the Open Molecules 2025 dataset describes an isolated molecule of C5H11NO2 in a non-equilibrium geometry. The level of theory is ωB97M-V/def2-TZVPD.

Structure (ORCA input):
```
! RIJCOSX wB97M-V def2-TZVPD def2/J DEFGRID3
* xyz 0 1
C -1.26 0.30 -1.69
C -0.49 -0.74 -0.81
N 0.74 -0.07 -0.40
C 1.95 -0.40 -1.04
O 2.94 0.23 -0.77
C 1.00 0.14 1.10
C -0.25 0.70 1.75
O -1.24 -0.15 2.36
H -2.26 -0.04 -2.00
H -0.56 0.41 -2.54
H -1.49 1.24 -1.10
H -0.21 -1.70 -1.31
H -1.16 -1.01 0.05
H 1.80 -1.21 -1.76
H 1.33 -0.83 1.43
H 1.87 0.75 1.28
H 0.06 1.22 2.64
H -0.79 1.42 1.10
H -1.98 -0.26 1.71
*
```

LUMO level in eV: 0.72
Gap between HOMO and LUMO in eV: 10.055
Relative energy (zero: lowest compared OMol25 entry of this formula, charge and spin) in kcal/mol: 49.4

***

This record from the Open Molecules 2025 dataset describes a cluster of 2 separate species, C3H10N2O in total in a non-equilibrium geometry. The level of theory is ωB97M-V/def2-TZVPD.

Structure (ORCA input):
```
! RIJCOSX wB97M-V def2-TZVPD def2/J DEFGRID3
* xyz 0 1
C 0.82 -0.87 -1.57
C 0.55 0.39 -0.78
N -0.81 0.28 -0.23
C -1.24 1.22 0.51
N -0.58 2.35 0.97
H 1.15 -1.67 -0.91
H -0.06 -1.20 -2.12
H 1.63 -0.75 -2.29
H 1.30 0.48 0.03
H 0.87 1.31 -1.30
H -2.27 1.10 0.84
H 0.38 2.07 0.85
H -0.95 2.87 1.74
O 0.09 -2.45 1.38
H -0.26 -3.28 1.70
H -0.62 -1.83 1.17
*
```

LUMO level in eV: 0.92
Gap between HOMO and LUMO in eV: 10.196
Relative energy (zero: lowest compared OMol25 entry of this formula, charge and spin) in kcal/mol: 29.4

***

This record from the Open Molecules 2025 dataset describes a cluster of 2 separate species, C4H13NS in total in a non-equilibrium geometry. The level of theory is ωB97M-V/def2-TZVPD.

Structure (ORCA input):
```
! RIJCOSX wB97M-V def2-TZVPD def2/J DEFGRID3
* xyz 0 1
C 0.10 -1.18 -2.70
C 0.07 0.24 -2.19
N 0.68 0.31 -0.85
H -0.46 -1.25 -3.63
H 1.12 -1.53 -2.89
H -0.36 -1.86 -1.99
H 0.55 0.94 -2.87
H -0.97 0.56 -2.07
H 1.06 1.23 -0.64
H 1.44 -0.35 -0.75
C 0.34 0.37 2.95
C -1.04 0.50 2.31
S -1.36 -0.73 1.00
H 1.13 0.67 2.27
H 0.53 -0.66 3.24
H 0.43 1.00 3.83
H -1.16 1.49 1.89
H -1.81 0.38 3.06
H -0.29 -0.12 0.03
*
```

LUMO level in eV: 0.74
Gap between HOMO and LUMO in eV: 8.333
Relative energy (zero: lowest compared OMol25 entry of this formula, charge and spin) in kcal/mol: 11.5

***

This record from the Open Molecules 2025 dataset describes a cluster of 13 separate species, C40H113N7O19 in total in a non-equilibrium geometry. The level of theory is ωB97M-V/def2-TZVPD.

Structure (ORCA input):
```
! RIJCOSX wB97M-V def2-TZVPD def2/J DEFGRID3
* xyz 0 1
C -3.55 1.90 -1.89
C -4.92 1.68 -1.28
O -4.81 1.61 0.15
O -2.90 0.74 -2.31
H -2.89 2.48 -1.22
H -3.74 2.57 -2.74
H -5.38 0.73 -1.59
H -5.62 2.47 -1.59
H -5.54 1.10 0.55
H -2.68 0.20 -1.52
C 1.71 -4.18 3.40
C 1.46 -3.22 2.27
O 2.30 -2.08 2.43
O 1.11 -3.67 4.59
H 2.78 -4.35 3.54
H 1.26 -5.16 3.18
H 0.40 -2.93 2.34
H 1.69 -3.71 1.33
H 1.98 -1.46 1.73
H 1.00 -4.38 5.23
C -4.84 -2.06 2.62
C -5.69 -0.82 2.58
O -6.29 -0.57 1.25
O -3.59 -1.78 2.00
H -5.36 -2.88 2.10
H -4.70 -2.34 3.68
H -5.09 0.07 2.78
H -6.55 -0.91 3.25
H -7.19 -0.27 1.39
H -3.02 -2.58 2.01
C 7.15 -0.13 1.06
C 8.17 0.98 1.20
O 9.49 0.38 1.19
O 7.07 -0.89 2.26
H 7.40 -0.83 0.26
H 6.19 0.30 0.73
H 8.07 1.49 2.16
H 8.17 1.69 0.38
H 9.71 0.15 2.10
H 6.22 -0.77 2.68
C -2.71 -5.57 1.50
C -1.59 -5.66 0.50
O -0.32 -5.74 1.14
O -2.63 -4.39 2.34
H -2.51 -6.37 2.23
H -3.72 -5.77 1.16
H -1.61 -4.77 -0.14
H -1.76 -6.48 -0.20
H -0.12 -6.68 1.22
H -1.85 -4.54 2.89
C -0.72 -0.48 4.78
C -1.94 0.34 5.04
O -2.81 0.37 3.86
O -1.15 -1.82 4.76
H 0.03 -0.30 5.57
H -0.20 -0.19 3.86
H -1.77 1.40 5.24
H -2.56 -0.13 5.81
H -2.77 -0.51 3.46
H -0.40 -2.39 4.52
C -0.86 -1.81 -0.37
C -0.78 -0.56 0.48
C 0.40 0.31 0.17
O 1.60 -0.34 0.50
C 2.72 0.43 0.13
N -2.04 0.18 0.37
H 0.04 -2.38 -0.14
H -0.79 -1.55 -1.43
H -1.75 -2.39 -0.16
H -0.62 -0.84 1.54
H 0.34 1.24 0.74
H 0.40 0.66 -0.87
H 3.55 -0.22 -0.15
H 3.04 1.06 0.96
H 2.60 1.07 -0.74
H -2.65 -0.30 1.05
H -1.96 1.08 0.85
C -3.39 4.92 1.49
C -3.20 3.96 2.67
C -4.52 3.53 3.30
O -5.11 4.70 3.89
C -6.47 4.56 4.15
N -2.52 2.74 2.08
H -2.43 5.05 0.97
H -3.70 5.90 1.86
H -4.13 4.57 0.77
H -2.56 4.46 3.40
H -4.29 2.84 4.12
H -5.16 3.06 2.55
H -7.06 4.83 3.26
H -6.70 5.26 4.95
H -6.78 3.54 4.42
H -3.21 2.46 1.37
H -2.58 1.97 2.76
C 0.57 -3.71 -3.24
C 1.20 -3.76 -4.61
C 2.68 -3.40 -4.58
O 3.17 -3.50 -5.89
C 4.58 -3.51 -6.02
N 0.88 -5.00 -5.33
H 1.07 -4.39 -2.53
H -0.47 -4.06 -3.27
H 0.51 -2.73 -2.77
H 0.75 -2.90 -5.13
H 3.19 -4.05 -3.85
H 2.79 -2.35 -4.27
H 4.83 -4.03 -6.93
H 5.07 -4.00 -5.17
H 4.94 -2.47 -6.05
H 1.49 -5.02 -6.15
H 1.20 -5.77 -4.74
C 5.64 3.59 1.36
C 5.19 3.96 -0.03
C 6.13 3.49 -1.12
O 7.42 3.96 -0.90
C 8.33 3.65 -1.94
N 3.84 3.43 -0.25
H 5.11 4.17 2.12
H 6.70 3.76 1.56
H 5.45 2.54 1.62
H 5.18 5.06 -0.13
H 5.72 3.78 -2.10
H 6.09 2.38 -1.13
H 8.96 2.80 -1.64
H 9.02 4.49 -2.03
H 7.86 3.40 -2.89
H 3.14 3.88 0.34
H 3.59 3.59 -1.22
C 2.31 1.65 -3.84
C 1.77 1.41 -5.24
C 0.35 0.85 -5.19
O -0.13 0.61 -6.50
C 0.07 -0.68 -7.01
N 1.82 2.69 -6.00
H 3.25 2.21 -3.88
H 2.61 0.72 -3.36
H 1.58 2.23 -3.26
H 2.39 0.73 -5.85
H -0.36 1.52 -4.71
H 0.39 -0.10 -4.63
H 1.07 -1.11 -6.82
H -0.11 -0.63 -8.07
H -0.60 -1.40 -6.52
H 1.34 2.51 -6.88
H 1.21 3.35 -5.51
C -6.54 -4.03 -0.85
C -5.16 -3.47 -1.20
C -4.65 -4.11 -2.49
O -4.77 -5.50 -2.41
C -4.20 -6.17 -3.52
N -5.28 -2.02 -1.38
H -6.86 -3.57 0.09
H -6.52 -5.11 -0.74
H -7.22 -3.74 -1.65
H -4.46 -3.72 -0.38
H -3.62 -3.79 -2.70
H -5.24 -3.71 -3.33
H -4.32 -7.25 -3.40
H -3.14 -5.93 -3.61
H -4.71 -5.82 -4.42
H -4.38 -1.53 -1.31
H -5.75 -1.68 -0.54
C 2.52 3.91 4.27
C 2.61 5.32 3.66
C 1.58 5.54 2.58
O 1.78 4.69 1.50
C 0.56 4.32 0.88
N 2.43 6.31 4.74
H 3.37 3.80 4.94
H 2.42 3.15 3.49
H 1.60 3.86 4.85
H 3.62 5.39 3.26
H 1.42 6.62 2.38
H 0.61 5.31 3.08
H 0.85 3.90 -0.09
H -0.08 5.19 0.72
H 0.01 3.56 1.44
H 3.33 6.42 5.19
H 2.11 7.19 4.36
*
```

LUMO level in eV: 0.11
Gap between HOMO and LUMO in eV: 9.177
Relative energy (zero: lowest compared OMol25 entry of this formula, charge and spin) in kcal/mol: 0.0

***

This record from the Open Molecules 2025 dataset describes an isolated molecule of C4H10N2O2 in a non-equilibrium geometry. The level of theory is ωB97M-V/def2-TZVPD.

Structure (ORCA input):
```
! RIJCOSX wB97M-V def2-TZVPD def2/J DEFGRID3
* xyz 0 1
C -0.83 -1.97 -0.20
C -1.14 -0.49 -0.03
O -1.43 -0.02 -1.31
C 0.07 0.28 0.59
N -0.43 1.41 1.43
C 0.97 0.93 -0.49
N 2.26 0.53 -0.46
O 0.54 1.82 -1.19
H -0.07 -2.17 -0.95
H -0.49 -2.52 0.68
H -1.85 -2.35 -0.38
H -1.95 -0.37 0.79
H -1.53 0.94 -1.33
H 0.55 -0.49 1.20
H -0.67 2.19 0.83
H 0.36 1.62 2.03
H 2.59 -0.42 -0.41
H 3.05 1.08 -0.80
*
```

LUMO level in eV: 0.75
Gap between HOMO and LUMO in eV: 10.035
Relative energy (zero: lowest compared OMol25 entry of this formula, charge and spin) in kcal/mol: 43.6

***

This record from the Open Molecules 2025 dataset describes a cluster of 2 separate species, C6H5O5PS in total in a non-equilibrium geometry. The level of theory is ωB97M-V/def2-TZVPD.

Structure (ORCA input):
```
! RIJCOSX wB97M-V def2-TZVPD def2/J DEFGRID3
* xyz -2 1
C 2.01 -1.43 0.39
C 0.90 -1.92 -0.28
C 2.01 -0.03 0.67
C -0.11 -1.07 -0.81
C 0.90 0.74 0.44
C -0.11 0.25 -0.39
O -2.22 -0.76 0.87
O -1.19 1.41 1.94
O -3.60 1.32 0.96
O 0.63 2.70 -2.26
O -2.14 0.84 -1.99
P -2.27 0.74 1.06
S -1.25 1.47 -1.02
H 2.84 -1.96 0.72
H 0.92 -3.04 -0.60
H 2.81 0.40 1.09
H -0.95 -1.52 -1.45
H 0.80 1.87 0.67
*
```

LUMO level (spin up / spin down) in eV: 5.33 / 5.84
Gap between HOMO and LUMO (spin up / spin down) in eV: 6.461 / 6.357
Relative energy (zero: lowest compared OMol25 entry of this formula, charge and spin) in kcal/mol: 112.3